1.
The following is a DFT calculation (ωB97M-V with the def2-TZVPD basis set) of a molecular structure, H28KrO14 in a non-equilibrium geometry.

Computed properties:
Orbital gap, hartree: 0.37050
LUMO, eV: -0.40
Energy, Ha: -3823.77470

Positions of all 43 atoms, in Å:
Kr 0.2226 0.0395 0.2855
O -1.4635 -3.3422 -0.5312
H -1.1256 -4.2003 -0.7878
H -0.9561 -3.1071 0.2457
O 1.2430 0.1861 -3.0665
H 1.5219 -0.0117 -3.9605
H 0.4982 -0.3953 -2.9132
O -0.5171 -2.1283 -2.9621
H 0.3350 -2.5634 -2.9893
H -0.8827 -2.3695 -2.1109
O -0.7774 2.9932 -2.3307
H 0.0651 2.5956 -2.5508
H -1.1085 3.3304 -3.1631
O -3.2533 -0.9713 0.3153
H -2.9892 -1.0324 1.2333
H -2.6429 -1.5442 -0.1487
O 3.7315 -2.4961 0.3012
H 3.6587 -1.6667 -0.1711
H 3.4844 -2.2823 1.2009
O 0.0934 -3.0816 1.8349
H 0.3460 -3.7013 2.5192
H 0.4607 -2.2453 2.1210
O 3.3908 -0.2961 -1.4305
H 2.6623 0.0488 -1.9469
H 3.9058 0.4761 -1.1964
O -2.2707 0.9157 -2.9196
H -2.8643 0.6503 -2.2171
H -1.8011 1.6705 -2.5646
O -2.3147 -1.2168 3.0507
H -2.5917 -0.8103 3.8718
H -1.3831 -1.3979 3.1749
O 0.9175 2.4828 3.1559
H 0.2717 2.3369 3.8472
H 0.4189 2.8787 2.4412
O 0.5163 -0.9449 3.3688
H 0.4780 0.0101 3.4210
H 0.3947 -1.2396 4.2714
O -0.9639 3.6116 0.5304
H -1.4636 3.6951 -0.2818
H -1.5329 3.9875 1.2020
O 1.6933 3.9340 -0.5343
H 0.8391 3.6522 -0.2067
H 1.7536 3.5496 -1.4088

---

2.
The following is a DFT calculation (ωB97M-V with the def2-TZVPD basis set) of 11 unconnected molecules or ions with the total composition H28N7O16S4 in a non-equilibrium geometry.

Computed properties:
Orbital gap, hartree: 0.06399
Net charge: -1
LUMO, eV: -0.94
Energy, Ha: -3196.04494

Positions of all 55 atoms, in Å:
N 0.4824 -0.1675 -0.4098
H 1.0651 -0.9710 -0.5967
H -0.2000 -0.1707 -1.1544
H 1.0268 0.6830 -0.4278
H -0.0475 -0.1629 0.4501
N -5.0707 -3.5485 -0.2671
H -4.0966 -3.3199 -0.4054
H -5.1545 -4.3858 0.2914
H -5.6203 -3.6742 -1.1051
H -5.5624 -2.8713 0.2982
N 5.3213 -2.3675 -3.2603
H 5.2828 -1.3587 -3.2879
H 6.2410 -2.6489 -2.9519
H 5.0573 -2.8181 -4.1248
H 4.7121 -2.6305 -2.4988
N 2.6284 0.2494 5.1047
H 3.2057 0.1301 5.9249
H 2.3920 -0.6178 4.6440
H 3.1412 0.7806 4.4156
H 1.7372 0.7023 5.2486
N -2.3925 -3.6608 -6.1104
H -3.0215 -4.3578 -5.7380
H -2.3006 -2.8360 -5.5347
H -2.7613 -3.4217 -7.0197
H -1.4735 -4.0456 -6.2761
N 0.8458 5.3382 2.8544
H 0.5743 4.7225 3.6076
H -0.0170 5.7130 2.4867
H 1.3160 4.7673 2.1665
H 1.4343 6.0220 3.3084
N -4.1996 3.3132 0.2026
H -5.2047 3.2982 0.1043
H -3.8262 4.2071 0.4882
H -3.8321 3.1866 -0.7296
H -3.9338 2.5735 0.8368
S -2.2215 1.2954 -4.5381
O -1.1842 1.2163 -5.5541
O -2.1821 0.0122 -3.7861
O -2.0515 2.4199 -3.5932
O -3.5801 1.3385 -5.1058
S 4.7770 2.4963 0.1263
O 4.9717 1.4475 1.1054
O 5.4667 3.6749 0.5107
O 5.0439 2.0228 -1.2297
O 3.3493 2.7953 0.2033
S 2.5245 -4.4356 1.5682
O 1.7750 -3.5374 2.4488
O 2.8238 -3.6562 0.3674
O 3.7655 -5.0313 2.0938
O 1.5557 -5.4606 1.1440
S -2.4958 1.5804 4.7281
O -2.3273 1.0236 3.3661
O -1.2824 2.2235 5.2352
O -3.6921 2.4239 4.7085
O -2.7848 0.4989 5.6668

---

3.
The following is a DFT calculation (ωB97M-V with the def2-TZVPD basis set) of 14 unconnected molecules or ions with the total composition H28O14 in a non-equilibrium geometry.

Computed properties:
Orbital gap, hartree: 0.38608
LUMO, eV: -0.42
Energy, Ha: -1070.02707

Positions of all 42 atoms, in Å:
H -0.1993 0.1384 0.1322
H -0.4177 1.6777 0.0506
H 1.0253 0.0741 2.5181
H 1.5962 1.3474 3.1370
H 1.3266 1.5795 -2.1429
H 2.5333 2.0355 -1.4019
H -3.0293 0.5226 2.5639
H -1.6837 0.7005 3.2318
H 0.8593 4.5002 0.2274
H 1.4304 3.4279 -0.8212
H 3.3507 0.7791 -2.6155
H 4.5920 0.1201 -1.9448
H -1.9152 -3.0418 1.3577
H -2.6786 -3.9480 0.5871
H 1.6274 -2.3732 1.7067
H 2.5350 -1.4120 0.9655
H -3.5197 3.5880 -0.5723
H -2.2201 2.9747 -0.2690
H 0.6376 -4.8092 -1.5056
H 0.2059 -4.2510 -0.1190
H 0.9525 -0.7196 -3.8307
H 0.6021 -0.7835 -2.3215
H -0.7461 -1.1644 -1.2477
H -2.1751 -1.6849 -1.5515
H -0.0714 -1.8332 3.4487
H -1.0275 -2.9340 3.3003
H -2.1135 3.3998 -2.0115
H -1.1819 2.2398 -1.5055
O -0.5743 0.9550 0.5652
O 1.8700 0.5321 2.6541
O 1.5732 1.9026 -1.3129
O -2.6222 0.5437 3.4166
O 1.5980 4.1839 -0.2099
O 3.5948 0.0750 -2.0086
O -2.6151 -2.9963 0.7998
O 2.3436 -2.3657 1.0787
O -2.6801 3.8300 -0.2401
O -0.0986 -4.4892 -0.9252
O 0.5424 -1.2083 -3.2032
O -1.6816 -1.1430 -0.9315
O -0.1111 -2.7855 3.2454
O -1.4344 2.8151 -2.2950

---

4.
The following is a DFT calculation (ωB97M-V with the def2-TZVPD basis set) of 14 unconnected molecules or ions with the total composition H28O14.

Computed properties:
Orbital gap, hartree: 0.35754
LUMO, eV: -0.57
Energy, Ha: -1070.18851

Positions of all 42 atoms, in Å:
O -2.2358 -0.5147 2.5420
H -2.7845 -1.1014 3.0752
H -2.7325 0.3279 2.5183
O 2.5521 1.1794 1.0812
H 3.0666 1.8495 0.6179
H 3.1689 0.4501 1.2783
O -3.3285 -1.0706 -2.1493
H -3.4756 -0.2141 -2.5614
H -2.3809 -1.2583 -2.2819
O 2.9309 -0.3817 -2.0172
H 3.4901 0.1762 -2.5709
H 2.2682 0.2148 -1.6338
O -0.1187 -0.5718 -0.1737
H -0.6915 0.2028 -0.2647
H 0.2902 -0.4841 0.7181
O 2.9874 -2.7260 -0.3514
H 2.0226 -2.8553 -0.4285
H 3.2412 -2.1218 -1.0674
O 3.2560 -1.3185 2.0875
H 2.2942 -1.1789 2.2280
H 3.3461 -1.8701 1.2851
O 0.5816 -0.5993 2.6496
H 0.7280 0.3487 2.7867
H -0.3844 -0.7471 2.7314
O -0.4074 2.8762 -2.7761
H -0.1442 3.7759 -3.0147
H -0.8701 2.5333 -3.5532
O -0.5827 -2.0191 -2.5126
H -0.4028 -1.5285 -1.6777
H 0.2398 -1.9520 -3.0107
O 0.4086 2.3545 2.5661
H -0.1596 2.8626 1.9763
H 1.0958 1.9413 2.0080
O 0.3666 -4.0016 -0.5393
H -0.5103 -3.6550 -0.3309
H 0.4917 -3.7970 -1.4774
O -2.0262 2.6718 -0.4737
H -1.4353 2.9506 -1.2110
H -2.8558 3.1389 -0.6421
O -3.6222 1.9438 1.8787
H -3.1274 2.1573 1.0648
H -4.5504 2.0114 1.6265